No. 1
Density functional theory data (wB97M-V/def2-TZVPD) for a 2-piece molecular cluster, C4H6O2 overall.

Properties
2S+1 = 1
Frontier orbital gap = 10.268 eV
SMILES = C=C=O.CC=O

Structure (XYZ):
```
12
Properties=species:S:1:pos:R:3:forces:R:3:mulliken_charge:R:1
O -1.85663 0.27615 -0.70935 0.6 0.0 -0.2 -0.51
O 1.91502 -1.41003 0.49401 -0.8 0.2 0.6 -0.36
C -0.69937 0.14557 -1.03816 -0.3 0.0 0.0 -0.01
C 0.97100 -1.20767 1.15415 0.5 -0.2 -0.4 0.73
C 0.25583 1.26877 -1.32571 -0.1 0.1 0.1 -0.84
C -0.10196 -0.97757 1.87181 0.1 0.0 0.0 -0.88
H -1.08183 -1.00413 1.40677 0.2 0.0 0.1 0.29
H -0.13550 2.20225 -0.91973 0.1 -0.1 -0.1 0.29
H 0.36317 1.37228 -2.41372 0.0 -0.1 0.2 0.30
H 0.00799 -0.73654 2.91943 0.0 0.0 -0.1 0.26
H 1.24881 1.04860 -0.91229 -0.2 0.0 -0.1 0.24
H -0.26416 -0.87162 -1.15671 -0.1 0.1 -0.1 0.49
```
Positions in Å, forces in eV/Å.

No. 2
Density functional theory data (wB97M-V/def2-TZVPD) for C4H6O2 in the gas phase.

Properties
2S+1 = 1
Frontier orbital gap = 10.573 eV
SMILES = O=C[C@H]1CCO1

Structure (XYZ):
```
12
Properties=species:S:1:pos:R:3:forces:R:3:mulliken_charge:R:1
O -0.24272 -0.08287 2.85759 0.2 0.2 -0.4 -0.46
O 1.08597 -0.76551 -0.27151 0.1 0.0 0.1 -0.43
C 0.19631 0.19825 1.77094 -0.2 -0.1 0.3 -0.20
C -0.75444 0.26694 -0.60718 -0.1 0.1 0.0 -0.62
C -0.10333 -0.57885 0.50627 -0.2 -0.1 0.2 0.39
C 0.54905 -0.00921 -1.37075 0.0 0.2 -0.4 -0.29
H 0.44861 -0.62732 -2.27030 0.0 0.1 0.1 0.25
H -1.66560 -0.14796 -1.04179 0.2 0.0 0.1 0.25
H -0.60192 -1.52134 0.76128 0.1 0.1 0.0 0.32
H 0.85435 1.08337 1.61380 0.0 -0.1 0.1 0.30
H 1.16412 0.86926 -1.60227 -0.1 -0.2 0.1 0.24
H -0.93040 1.31525 -0.34609 0.1 -0.2 0.0 0.26
```
Positions in Å, forces in eV/Å.

No. 3
Density functional theory data (wB97M-V/def2-TZVPD) for C4H6O2 in the gas phase.

Properties
2S+1 = 1
Frontier orbital gap = 8.984 eV

Structure (XYZ):
```
12
Properties=species:S:1:pos:R:3:forces:R:3:mulliken_charge:R:1
O 2.35718 -1.32352 0.41159 -0.5 0.2 0.1 -0.47
O -1.53596 0.88771 0.22978 0.0 0.2 -0.1 -0.45
C 0.33421 1.38627 -0.21893 0.3 -0.1 0.1 -0.60
C 1.28300 -0.80634 0.60722 0.4 -0.1 -0.1 -0.27
C 0.45764 -0.12271 -0.44775 0.0 0.0 -0.1 0.46
C -1.04834 -0.37270 -0.29704 0.0 -0.2 0.0 -0.55
H -1.38834 1.55029 -0.48420 -0.4 -0.1 0.1 0.42
H 0.68203 1.65843 0.79221 0.0 -0.1 -0.1 0.19
H 0.84812 -0.74253 1.63242 0.1 0.0 -0.1 0.34
H -1.29156 -1.13501 0.44887 0.1 0.1 -0.1 0.34
H -1.55502 -0.62730 -1.23326 0.1 0.1 0.1 0.24
H 0.85705 -0.35260 -1.44091 -0.1 0.0 0.1 0.35
```
Positions in Å, forces in eV/Å.

No. 4
Density functional theory data (wB97M-V/def2-TZVPD) for C4H6O2 in the gas phase.

Properties
2S+1 = 1
Frontier orbital gap = 9.457 eV
SMILES = CC(=O)C(C)=O

Structure (XYZ):
```
12
Properties=species:S:1:pos:R:3:forces:R:3:mulliken_charge:R:1
O 1.23842 0.68725 -0.93567 -0.3 -0.2 0.1 -0.53
O -0.74533 -1.15353 1.15888 0.2 0.4 -0.2 -0.53
C 0.25613 0.97349 1.69040 0.0 0.0 0.0 -1.05
C 0.31619 -0.05535 -0.67760 0.3 0.3 -0.2 0.57
C -0.14017 -0.16996 0.79342 -0.2 -0.2 0.3 0.73
C -0.38071 -0.88527 -1.72234 0.1 0.0 0.0 -1.00
H -0.07626 0.77813 2.71277 0.1 0.0 -0.2 0.33
H -1.04359 -0.23223 -2.30610 0.1 -0.1 0.2 0.28
H 0.39012 -1.26310 -2.40080 -0.2 0.0 0.1 0.30
H 1.34122 1.11133 1.64887 -0.2 0.0 0.0 0.29
H -0.19077 1.90419 1.31874 0.1 -0.2 0.0 0.30
H -0.96525 -1.69496 -1.28057 0.1 0.1 -0.1 0.31
```
Positions in Å, forces in eV/Å.

No. 5
Density functional theory data (wB97M-V/def2-TZVPD) for C4H6O2 in the gas phase.

Properties
2S+1 = 1
Frontier orbital gap = 11.163 eV
SMILES = O=CC[C@H]1CO1

Structure (XYZ):
```
12
Properties=species:S:1:pos:R:3:forces:R:3:mulliken_charge:R:1
O 1.62771 -0.35654 1.00723 0.2 0.1 0.2 -0.43
O -2.31967 0.30597 -1.18437 0.2 0.2 0.4 -0.45
C 1.56297 -0.89774 -0.30760 0.1 -0.1 -0.3 -0.46
C -0.34150 0.88624 0.05284 0.0 0.0 -0.1 -0.38
C -1.80595 0.54775 -0.12077 -0.1 0.0 -0.2 -0.07
C 0.36429 -0.42123 0.38067 -0.3 -0.1 0.0 0.01
H 2.03307 -0.28935 -1.07893 -0.2 0.0 0.1 0.22
H 1.73183 -1.97130 -0.38767 0.0 0.2 0.1 0.24
H -0.21030 1.58766 0.88697 0.0 -0.2 -0.1 0.24
H -2.38582 0.46056 0.82560 0.0 0.0 -0.2 0.37
H -0.29216 -1.19138 0.79489 0.1 0.1 0.0 0.38
H 0.03554 1.33936 -0.86885 0.0 -0.1 0.2 0.33
```
Positions in Å, forces in eV/Å.

No. 6
Density functional theory data (wB97M-V/def2-TZVPD) for C4H6O2 in the gas phase at a distorted geometry.

Properties
2S+1 = 1
Frontier orbital gap (alpha / beta) = 8.240 / 7.439 eV

Structure (XYZ):
```
12
Properties=species:S:1:pos:R:3:forces:R:3:mulliken_charge:R:1
O 1.71060 -1.27010 -1.22108 -0.1 0.0 0.0 -0.53
O -0.46698 0.85418 0.56436 -0.9 -1.3 0.3 -0.28
C -0.00604 2.04949 0.47620 0.7 1.4 -0.2 -0.44
C -0.99348 -1.41911 0.03259 0.0 -0.1 -0.2 -1.03
C 1.25831 -0.32535 -0.58803 0.0 0.2 0.2 -0.13
C -0.07550 -0.24971 -0.07421 0.3 -0.3 -0.1 0.63
H -0.50321 -2.25944 -0.46508 -0.1 0.1 0.1 0.31
H -1.19552 -1.69956 1.07430 0.1 0.1 -0.1 0.30
H -0.42679 2.75594 1.17733 0.1 -0.1 -0.1 0.28
H 0.73271 2.30745 -0.27220 -0.1 0.0 0.1 0.31
H 1.91682 0.52529 -0.29693 -0.1 -0.2 -0.1 0.28
H -1.95614 -1.24224 -0.46201 0.1 0.0 0.1 0.29
```
Positions in Å, forces in eV/Å.

No. 7
Density functional theory data (wB97M-V/def2-TZVPD) for C4H6O2 in the gas phase.

Properties
2S+1 = 1
Frontier orbital gap = 10.679 eV
SMILES = O[C@H]1C[C@H]2O[C@@H]12

Structure (XYZ):
```
12
Properties=species:S:1:pos:R:3:forces:R:3:mulliken_charge:R:1
O 1.70525 -0.68937 -0.86350 0.1 0.2 -0.4 -0.54
O -0.30021 1.75470 0.00421 0.1 0.1 -0.1 -0.43
C -0.56024 0.57798 -0.74956 -0.1 -0.2 -0.3 -0.33
C 0.21848 -0.25318 1.09674 0.0 -0.1 0.1 -0.80
C 0.39123 -0.57144 -0.40404 -0.2 -0.1 0.1 0.21
C -0.92650 0.66823 0.66989 -0.2 0.0 0.3 -0.05
H -1.90795 0.79288 1.11460 0.2 0.2 -0.1 0.42
H -0.00613 -1.11124 1.73106 0.0 0.1 -0.1 0.28
H 1.69866 -0.71192 -1.83032 0.0 0.0 0.2 0.32
H -0.21080 -1.46963 -0.62547 0.3 0.0 0.0 0.25
H -1.14848 0.68550 -1.65676 0.0 0.0 0.2 0.40
H 1.04667 0.32748 1.51315 -0.1 -0.1 -0.1 0.26
```
Positions in Å, forces in eV/Å.

No. 8
Density functional theory data (wB97M-V/def2-TZVPD) for C4H6O2 in the gas phase at a distorted geometry.

Properties
2S+1 = 1
Frontier orbital gap = 10.005 eV
SMILES = O=CC[C@H]1CO1

Structure (XYZ):
```
12
Properties=species:S:1:pos:R:3:forces:R:3:mulliken_charge:R:1
O 1.16208 0.39341 1.49450 0.1 0.1 0.0 -0.42
O -1.10892 0.44993 -1.80097 -2.8 0.6 -2.8 -0.41
C -0.23956 0.21050 1.60786 -0.3 -0.1 0.0 -0.42
C 0.35510 0.70684 0.36374 -0.1 -0.4 -0.6 0.11
C -0.62551 -0.64410 -1.65627 -0.2 3.1 3.5 0.05
C 0.60391 -0.29012 -0.79883 0.5 -1.6 0.1 -0.68
H -1.32028 -1.53094 -1.55102 1.1 0.0 -0.8 0.29
H 1.41440 0.09041 -1.43080 0.0 -0.5 0.2 0.27
H -0.58094 -0.82541 1.64324 0.1 0.1 0.0 0.21
H -0.74218 0.88817 2.29806 0.1 -0.1 -0.2 0.27
H 0.79304 -1.23153 -0.33226 1.5 -0.6 0.7 0.33
H 0.28887 1.78283 0.16276 0.0 -0.5 -0.2 0.40
```
Positions in Å, forces in eV/Å.

No. 9
Density functional theory data (wB97M-V/def2-TZVPD) for C4H6O2 as an isolated structure.

Properties
2S+1 = 1
Frontier orbital gap = 9.784 eV

Structure (XYZ):
```
12
Properties=species:S:1:pos:R:3:forces:R:3:mulliken_charge:R:1
O -1.14910 -1.15593 -0.29472 0.1 -0.3 -0.3 -0.43
O 2.17968 -0.61504 1.20386 0.0 0.2 -0.3 -0.54
C 0.69328 0.36165 -0.36190 0.1 0.2 0.2 -0.75
C 2.00082 -0.00854 0.16032 0.0 -0.1 0.1 -0.08
C -0.43645 0.15303 0.51089 0.1 0.1 0.0 0.05
C -1.74298 0.15000 -0.13375 -0.1 0.2 0.0 -0.25
H 0.63116 1.16516 -1.09532 0.0 -0.1 0.1 0.40
H -0.11799 -0.80201 -0.84575 -0.3 -0.2 0.1 0.43
H -1.86414 0.71373 -1.05861 0.0 -0.1 0.1 0.22
H -2.63964 0.09906 0.47752 0.1 0.0 -0.1 0.26
H 2.86578 0.27705 -0.47577 -0.1 0.0 0.1 0.33
H -0.32530 -0.12556 1.55390 0.0 0.0 -0.2 0.38
```
Positions in Å, forces in eV/Å.

No. 10
Density functional theory data (wB97M-V/def2-TZVPD) for C4H6O2 as an isolated structure.

Properties
2S+1 = 1
Frontier orbital gap = 9.470 eV

Structure (XYZ):
```
12
Properties=species:S:1:pos:R:3:forces:R:3:mulliken_charge:R:1
O 1.30717 0.71985 1.53747 0.1 0.0 -0.1 -0.56
O -1.21768 -1.24025 -0.17434 0.0 -0.1 -0.1 -0.39
C 1.53291 -0.02164 -0.53079 -0.3 -0.2 -0.2 -1.16
C 0.68871 0.09984 0.59569 0.0 0.0 -0.1 0.41
C -1.75384 0.05914 -0.07720 -0.2 0.2 -0.1 -0.38
C -0.68665 -0.39524 0.83162 0.1 0.0 0.2 0.14
H 1.75524 0.94517 -0.98992 0.0 -0.1 0.1 0.34
H -0.94021 -0.66142 1.85631 0.0 0.0 -0.2 0.38
H -1.50128 0.73435 -0.89366 0.0 -0.1 0.1 0.27
H 2.22252 0.47950 0.70462 0.0 0.2 0.3 0.43
H -2.76923 0.12580 0.31133 0.2 0.0 0.0 0.25
H 1.40079 -0.82972 -1.24614 0.0 0.1 0.1 0.26
```
Positions in Å, forces in eV/Å.

No. 11
Density functional theory data (wB97M-V/def2-TZVPD) for C4H6O2 in the gas phase.

Properties
2S+1 = 1
Frontier orbital gap = 11.033 eV
SMILES = O=CC[C@H]1CO1

Structure (XYZ):
```
12
Properties=species:S:1:pos:R:3:forces:R:3:mulliken_charge:R:1
O 1.62121 0.88260 1.30592 0.1 -0.3 -0.4 -0.47
O -1.74796 -0.80051 -0.45570 -0.2 -0.1 -0.1 -0.44
C 0.69049 -0.36805 -0.51426 -0.1 0.0 0.0 -0.63
C 1.79859 0.29448 0.26567 -0.1 0.2 0.3 0.04
C -0.58430 -0.46558 0.28092 0.2 0.0 0.2 0.18
C -1.67110 0.49774 0.12161 0.0 0.3 0.1 -0.43
H 0.52076 0.21350 -1.43184 0.1 -0.1 0.1 0.27
H 1.02466 -1.35996 -0.84732 0.0 0.1 0.1 0.29
H -1.55383 1.32178 -0.58414 0.0 -0.2 0.1 0.22
H 2.81520 0.21599 -0.17609 -0.1 0.1 0.1 0.35
H -0.49206 -0.96375 1.24813 0.0 0.0 -0.2 0.36
H -2.34949 0.68199 0.95416 0.1 0.0 -0.2 0.25
```
Positions in Å, forces in eV/Å.

No. 12
Density functional theory data (wB97M-V/def2-TZVPD) for C4H6O2 as an isolated structure.

Properties
2S+1 = 1
Frontier orbital gap = 9.913 eV

Structure (XYZ):
```
12
Properties=species:S:1:pos:R:3:forces:R:3:mulliken_charge:R:1
O -0.16126 -1.28248 1.57349 0.0 -0.2 0.0 -0.33
O 0.69141 1.47045 -0.07940 0.0 0.0 0.1 -0.56
C 0.77926 -0.56022 0.84120 0.3 0.1 0.0 -0.04
C -0.40501 0.13625 1.48395 -0.4 0.1 0.2 -0.56
C -0.38076 -0.22886 -1.49746 0.0 0.0 0.0 -1.18
C 0.35832 0.23624 -0.29027 -0.1 -0.1 -0.1 0.73
H 1.73761 -0.36399 1.31661 -0.1 0.0 -0.1 0.29
H -1.08009 0.53613 -1.84219 0.1 -0.1 0.0 0.33
H 0.33826 -0.42911 -2.29988 -0.1 0.0 0.1 0.36
H -1.33093 0.29026 0.91200 0.1 0.0 0.0 0.22
H 0.35693 1.35944 1.15646 0.2 0.0 -0.2 0.44
H -0.90374 -1.16409 -1.27451 0.1 0.1 0.0 0.31
```
Positions in Å, forces in eV/Å.

Electronic energy, respectively: -306.4409 -306.4353 -306.3148 -306.4844 -306.4295 -306.3721 -306.4056 -306.3801 -306.3488 -306.3371 -306.4349 -306.2780 hartree.